Molecular formula: C27H45As3N4O4SSeW
Method: DFT, the ωB97M-V functional and the def2-TZVPD basis

Gap between HOMO and LUMO (spin up / spin down) in eV: 5.83 / 6.48
Net charge: 0
2S+1: 3
Expectation value of S²: 2.0473
Energy relative to the best compared isomer or geometry (same formula, charge and spin) in kJ/mol: 0.0
E in eV: -303397.0873
Highest occupied orbital energy (spin up / spin down) in eV: -6.50 / -7.15
Max |F| in Eh/bohr: 0.0121

Structure (XYZ):
```
86
C27H45As3N4O4SSeW the ωB97M-V functional and the def2-TZVPD basis
W -0.6931 0.2291 0.5906
C -3.7447 -1.1728 2.9961
As -3.1925 -0.0531 1.4847
C -3.9577 1.6247 2.1095
C -4.5821 -0.4856 0.1703
C -4.3252 -1.6374 -0.8162
C -3.7648 -2.8552 -0.0723
C -3.3617 -1.2226 -1.9337
As -1.4603 -0.9685 -1.5260
C -0.9553 -0.0958 -3.1820
C -0.7489 -2.7525 -1.8698
C -5.6725 -2.0894 -1.4312
As -6.8483 -1.0845 -2.6877
C -5.7948 -1.1525 -4.3482
C -6.5902 0.8264 -2.3098
H -3.5039 -2.2196 2.8202
H -4.8199 -1.0779 3.1502
H -3.2233 -0.8303 3.8900
H -5.0072 1.4908 2.3714
H -3.8600 2.3719 1.3238
H -3.4017 1.9560 2.9851
H -4.7539 0.4429 -0.3698
H -5.4883 -0.6912 0.7482
H -2.8138 -2.6260 0.4207
H -3.5912 -3.6825 -0.7640
H -4.4644 -3.1969 0.6932
H -3.6806 -0.2761 -2.3677
H -3.3929 -1.9666 -2.7346
H -1.3575 -0.6294 -4.0440
H 0.1315 -0.0630 -3.2340
H -1.3254 0.9278 -3.1599
H -1.1662 -3.1592 -2.7907
H -0.9730 -3.4175 -1.0376
H 0.3333 -2.6683 -1.9685
H -6.3355 -2.3614 -0.6050
H -5.5037 -3.0192 -1.9869
H -5.5388 -2.1886 -4.5710
H -4.8872 -0.5570 -4.3079
H -6.4231 -0.7810 -5.1574
H -6.9703 1.0759 -1.3205
H -7.1902 1.3633 -3.0451
H -5.5576 1.1568 -2.4022
C 7.9586 -3.1996 2.3302
C 6.4687 -3.0626 2.0480
S 5.5867 -4.3802 2.8611
O 5.7179 -4.1975 4.2832
O 5.9760 -5.6214 2.2459
C 3.8792 -4.1023 2.4364
C 3.3028 -2.8701 3.1145
N 1.9410 -2.5972 2.6500
C 1.6425 -1.7204 1.6719
N 0.3282 -1.4921 1.6239
C -0.2345 -2.2238 2.6335
C 0.7498 -2.9041 3.2671
N 0.5984 -3.8679 4.3115
O 1.5584 -4.5689 4.5786
O -0.4992 -3.9517 4.8196
C 2.6607 -1.0706 0.8131
H 8.4996 -2.3944 1.8356
H 8.3345 -4.1511 1.9580
H 8.1531 -3.1406 3.3998
H 6.2446 -3.1465 0.9835
H 6.0724 -2.1224 2.4331
H 3.3680 -5.0056 2.7735
H 3.8191 -4.0539 1.3481
H 3.8793 -1.9703 2.9114
H 3.2839 -3.0016 4.1910
H -1.2878 -2.2369 2.8378
H 3.1606 -0.2839 1.3838
H 2.1557 -0.5944 -0.0256
H 3.4030 -1.7858 0.4581
Se -0.4801 1.4981 3.0096
C 1.0232 0.6241 3.6014
N 1.9735 0.0672 3.9544
C 0.3429 1.3336 -0.3850
C 1.1159 2.3097 -1.1203
C 0.9236 3.6740 -0.8706
C 1.6749 4.6275 -1.5390
C 2.6175 4.2418 -2.4831
C 2.8152 2.8920 -2.7451
C 2.0805 1.9358 -2.0635
H 0.1800 3.9653 -0.1403
H 1.5201 5.6781 -1.3279
H 3.1976 4.9884 -3.0099
H 3.5519 2.5854 -3.4772
H 2.2484 0.8817 -2.2560
```